Entry 1:
{"formula": "Cl3O12", "method": "ωB97M-V/def2-TZVPD", "species": ["Cl", "O", "O", "O", "O", "Cl", "O", "O", "O", "O", "Cl", "O", "O", "O", "O"], "positions_angstrom": [[-2.63, -0.94, 0.45], [-1.91, -1.25, 1.67], [-1.83, -1.45, -0.73], [-3.90, -1.62, 0.61], [-2.75, 0.56, 0.36], [1.41, 0.31, -2.67], [2.66, 0.36, -3.24], [1.10, -1.00, -2.32], [1.52, 1.26, -1.60], [0.47, 0.92, -3.62], [1.13, 0.57, 2.32], [1.82, 0.06, 1.13], [2.19, 1.27, 2.94], [0.14, 1.51, 1.78], [0.56, -0.56, 2.93]], "gap_ha": 0.265, "relative_energy_kj_mol": 393.4, "homo_ev": 0.93, "charge": -3}

***

Entry 2:
{"formula": "Cl4Li2", "method": "ωB97M-V/def2-TZVPD", "species": ["Li", "Li", "Cl", "Cl", "Cl", "Cl"], "positions_angstrom": [[0.20, 0.50, 0.14], [-0.65, -2.25, 0.68], [-1.16, -1.37, -1.50], [0.81, 2.10, -1.99], [-0.61, 2.22, 1.49], [1.41, -1.21, 1.18]], "gap_ha": 0.177, "relative_energy_kj_mol": 86.4, "homo_ev": -0.77, "charge": -2}

***

Entry 3:
{"formula": "Cl4Mg3", "method": "ωB97M-V/def2-TZVPD", "species": ["Mg", "Mg", "Mg", "Cl", "Cl", "Cl", "Cl"], "positions_angstrom": [[-4.30, -17.59, -24.72], [-5.40, -22.10, -25.52], [-8.31, -22.53, -21.84], [-3.77, -24.19, -24.79], [-7.41, -22.23, -23.94], [-5.09, -22.24, -27.69], [-4.87, -19.79, -24.93]], "gap_ha": 0.087, "homo_ev": -13.57, "charge": 2}

***

Entry 4:
{"formula": "Cl4N2O6Zr", "method": "ωB97M-V/def2-TZVPD", "species": ["Zr", "Cl", "Cl", "Cl", "Cl", "N", "O", "O", "O", "N", "O", "O", "O"], "positions_angstrom": [[-1.02, -0.29, -1.12], [-0.99, -0.33, -3.69], [-2.22, 1.97, -1.14], [-3.00, -1.51, -0.65], [0.62, -2.34, -1.21], [-0.05, -0.70, 2.34], [-0.54, -0.34, 1.21], [-0.35, -0.13, 3.38], [0.81, -1.62, 2.27], [1.71, 1.32, -0.34], [1.34, 1.91, 0.67], [2.91, 1.25, -0.63], [0.79, 0.82, -1.09]], "gap_ha": 0.327, "relative_energy_kj_mol": 0.0, "homo_ev": -3.35, "charge": -2}

***

Entry 5:
{"formula": "Cl4NOP", "method": "ωB97M-V/def2-TZVPD", "species": ["N", "O", "P", "Cl", "Cl", "Cl", "Cl"], "positions_angstrom": [[-0.40, -0.43, -0.94], [-0.22, 1.31, 2.44], [0.70, 0.00, 0.24], [-1.05, -1.98, -0.81], [-1.58, 0.83, -1.36], [2.18, -1.44, 0.05], [1.62, 1.59, -0.73]], "gap_ha": [0.266, 0.274], "relative_energy_kj_mol": 551.6, "homo_ev": [-9.74, -9.67], "charge": 0}

***

Entry 6:
{"formula": "Cl5H14NaO27", "method": "ωB97M-V/def2-TZVPD", "species": ["Na", "Cl", "O", "O", "O", "O", "Cl", "O", "O", "O", "O", "Cl", "O", "O", "O", "O", "Cl", "O", "O", "O", "O", "Cl", "O", "O", "O", "O", "O", "H", "H", "O", "H", "H", "O", "H", "H", "O", "H", "H", "O", "H", "H", "O", "H", "H", "O", "H", "H"], "positions_angstrom": [[-0.17, -0.17, 0.29], [0.19, 3.79, 1.05], [0.55, 2.60, 0.32], [0.38, 5.04, 0.32], [-1.14, 3.74, 1.55], [1.17, 3.86, 2.11], [2.62, 3.20, -3.74], [1.34, 2.60, -3.49], [2.53, 4.20, -4.71], [3.03, 3.88, -2.59], [3.58, 2.22, -4.16], [4.05, 0.01, -0.46], [4.77, 0.40, -1.71], [2.65, -0.09, -0.76], [4.53, -1.23, -0.03], [4.25, 0.99, 0.51], [1.16, -0.49, 3.87], [1.07, 0.77, 4.55], [-0.06, -1.24, 4.14], [1.49, -0.29, 2.46], [2.26, -1.29, 4.43], [-1.14, -3.30, -1.58], [-1.06, -3.20, -3.02], [-1.18, -4.65, -1.17], [-0.04, -2.69, -0.99], [-2.27, -2.61, -1.11], [-3.89, 1.08, -2.93], [-3.93, 2.02, -2.80], [-2.99, 0.84, -2.70], [2.84, -3.90, 0.92], [3.49, -3.98, 0.21], [2.90, -2.98, 1.19], [0.20, -3.97, 2.52], [0.10, -3.03, 2.68], [-0.19, -4.39, 3.29], [-3.53, -2.23, 2.55], [-2.84, -2.20, 3.21], [-3.56, -3.15, 2.28], [-2.50, 0.06, 0.07], [-2.66, -0.10, -0.86], [-3.37, 0.14, 0.46], [-4.37, 2.39, 0.69], [-3.59, 2.47, 0.13], [-4.04, 2.52, 1.58], [-1.25, 0.74, -2.75], [-0.62, 1.35, -2.37], [-0.76, 0.28, -3.43]], "gap_ha": 0.218, "homo_ev": 0.98, "charge": -4}

***

Per-record electronic energy, eV: -62111.396, -50507.405, -66409.188, -66638.665, -62910.062, -122500.390